ORCA calculation (ωB97M-V with the def2-TZVPD basis set) on a 2-piece molecular cluster, CH3FO2 overall in a non-equilibrium geometry.

Calculated values
E_LUMO ... 0.78 eV
Relative energy (zero: lowest compared OMol25 entry of this formula, charge and spin) ... 6.2 kcal per mole
SMILES ... O=CO.F
Kohn-Sham gap ... 12.259 eV
Maximum force ... 0.065 hartree/bohr

Geometry as XYZ:
```
7
Properties=species:S:1:pos:R:3:lowdin_charge:R:1
O 0.25 -0.96 -0.81 0.029
C -0.34 -0.83 0.26 -0.357
O -0.56 0.31 0.90 0.065
H -0.59 -1.54 1.08 0.152
H -0.11 1.13 0.58 0.115
F 1.18 1.68 -1.10 -0.149
H 0.77 0.91 -1.63 0.145
```